Here is a molecular structure, C2H3Cl2N2P at a distorted geometry from the Open Molecules 2025 dataset. Energies are from the ωB97M-V functional and the def2-TZVPD basis.

```
10
Properties=species:S:1:pos:R:3:forces:R:3:lowdin_charge:R:1
C -0.2977 -0.2667 1.0041 2.0 1.1 -2.3 -0.853
C -0.1419 1.1014 0.3442 -1.8 -0.6 -0.2 -0.301
N -0.9614 -1.7726 -0.8538 -1.1 -1.1 -0.8 -0.190
N 0.6564 0.5642 -0.7269 1.3 -1.5 -0.7 -0.181
P 0.3326 -1.1204 -0.4338 2.0 2.0 0.8 0.142
Cl -1.5140 -0.6702 1.8882 -3.3 -1.1 3.4 0.821
Cl 2.1954 -1.9499 -0.5933 -0.6 0.0 0.1 0.285
H -1.1245 1.6299 0.1375 0.9 -0.9 -0.2 0.137
H 0.4213 1.7792 0.9057 1.0 1.0 1.2 0.082
H 0.4338 0.7051 -1.6720 -0.5 1.2 -1.4 0.058
```
Positions in Å, forces in eV/Å.

Computed properties:
ΔE to the lowest compared entry with this formula, charge and spin = 488.8 kJ/mol
Kohn-Sham gap (spin up / spin down) = 8.47 / 7.42 eV
LUMO (spin up / spin down) = -1.1499 / -1.4886 eV
Highest occupied orbital energy (spin up / spin down) = -9.623 / -8.904 eV